[1]
C23H65N14O14 | ωB97M-V/def2-TZVPD

Its net charge is -1. As for the spin multiplicity: 1. For the HOMO-LUMO gap, the calculation gives 8.660 eV. The HOMO energy comes out at -6.65 eV. As for the energy above the lowest of the compared OMol25 structures with the same formula, charge and spin: 0.0000 eV.

Positions of all 116 atoms, in Å:
N 1.17 -0.37 1.35
O 0.51 -1.41 1.46
O 0.67 0.67 0.83
O 2.33 -0.29 1.78
C -1.24 -1.48 4.56
O -1.72 -1.54 5.71
N -1.72 -0.65 3.61
N -0.19 -2.21 4.17
H -2.51 -0.06 3.76
H -1.20 -0.69 2.75
H 0.21 -2.11 3.25
H 0.19 -2.86 4.84
C -2.60 -0.72 -1.46
O -2.44 -0.27 -2.59
N -3.59 -1.64 -1.22
N -1.90 -0.44 -0.34
H -3.86 -1.97 -0.31
H -4.24 -1.74 -1.99
H -2.02 -1.00 0.48
H -1.07 0.14 -0.34
C 3.89 -1.29 4.88
O 4.27 -1.50 6.04
N 3.51 -0.05 4.44
N 3.74 -2.26 3.95
H 3.60 0.68 5.12
H 3.21 0.05 3.49
H 3.37 -2.00 3.04
H 4.08 -3.18 4.12
C 2.06 -4.36 -1.11
O 3.24 -4.69 -1.14
N 1.05 -5.25 -1.31
N 1.59 -3.13 -0.79
H 1.27 -6.21 -1.51
H 0.08 -4.98 -1.27
H 0.63 -2.90 -0.67
H 2.29 -2.45 -0.53
C 2.83 3.32 -0.66
O 3.49 4.09 -1.39
N 1.47 3.33 -0.57
N 3.40 2.25 -0.08
H 0.96 3.95 -1.17
H 1.11 2.44 -0.30
H 4.40 2.22 -0.14
H 2.84 1.53 0.33
C -2.61 -8.97 -1.47
O -3.08 -7.66 -1.65
C -2.43 -6.78 -0.77
C -2.75 -5.31 -1.03
N -1.79 -4.33 -0.52
C -1.50 -4.36 0.92
C -2.72 -4.09 1.77
O -3.34 -2.85 1.50
C -4.23 -2.47 2.54
H -1.54 -9.14 -1.65
H -3.14 -9.70 -2.08
H -2.72 -9.24 -0.41
H -1.35 -6.98 -0.77
H -2.84 -6.94 0.24
H -3.75 -5.11 -0.61
H -2.94 -5.18 -2.10
H -2.23 -3.45 -0.78
H -0.86 -3.49 1.13
H -0.96 -5.26 1.20
H -2.47 -4.18 2.84
H -3.42 -4.92 1.61
H -3.81 -2.28 3.52
H -4.95 -3.29 2.68
H -4.82 -1.66 2.12
C 4.00 6.26 1.42
O 3.90 6.58 2.80
C 2.62 6.65 3.41
C 1.75 5.43 3.24
N 2.39 4.21 3.68
C 1.66 2.98 3.34
C 0.30 2.83 3.96
O 0.48 2.51 5.34
C -0.75 2.21 5.97
H 3.53 5.34 1.09
H 5.08 6.19 1.27
H 3.65 7.07 0.76
H 2.11 7.56 3.05
H 2.81 6.78 4.47
H 1.52 5.38 2.16
H 0.82 5.63 3.77
H 3.32 4.18 3.27
H 2.22 2.15 3.77
H 1.45 2.85 2.27
H -0.26 1.99 3.53
H -0.38 3.69 3.89
H -1.48 3.02 5.81
H -0.59 2.12 7.05
H -1.17 1.27 5.63
C -2.40 6.21 -7.23
O -1.28 5.40 -6.97
C -1.36 4.04 -7.41
C -0.26 3.24 -6.74
N -0.01 1.99 -7.38
C 0.91 1.10 -6.69
C 0.37 0.51 -5.39
O 1.22 0.80 -4.31
C 0.56 0.56 -3.07
H -3.38 5.72 -7.24
H -2.20 6.71 -8.18
H -2.47 7.03 -6.52
H -1.39 4.02 -8.50
H -2.37 3.68 -7.16
H -0.54 3.18 -5.68
H 0.62 3.88 -6.52
H 0.24 2.08 -8.35
H 1.82 1.71 -6.58
H 1.18 0.29 -7.38
H 0.13 -0.56 -5.41
H -0.65 0.90 -5.26
H -0.39 1.08 -3.02
H 1.26 0.73 -2.25
H 0.44 -0.53 -3.02

***

[2]
C23H66Cl4O11S11 | ωB97M-V/def2-TZVPD

Its net charge is 0. As for the spin multiplicity: 1. For the HOMO-LUMO gap, the calculation gives 8.648 eV. The HOMO energy comes out at -8.48 eV. As for the energy above the lowest of the compared OMol25 structures with the same formula, charge and spin: 4.7253 eV.

Positions of all 115 atoms, in Å:
C -0.18 -1.29 -0.85
S -1.64 -0.35 -0.19
O -2.16 0.41 -1.41
C -0.55 0.87 0.63
H -0.52 -2.14 -1.44
H 0.50 -1.70 -0.10
H 0.32 -0.63 -1.57
H -0.16 0.36 1.51
H -1.02 1.80 0.96
H 0.28 1.07 -0.04
C -4.76 -3.37 -10.04
S -2.99 -2.82 -9.86
O -2.72 -1.89 -11.03
C -3.36 -1.75 -8.44
H -4.77 -3.97 -10.95
H -5.35 -2.47 -10.23
H -5.07 -4.02 -9.22
H -3.55 -2.21 -7.47
H -4.19 -1.09 -8.68
H -2.41 -1.25 -8.29
C -4.36 -7.62 -1.99
S -3.27 -8.66 -0.94
O -2.53 -7.53 -0.19
C -4.48 -9.37 0.31
H -3.87 -7.54 -2.96
H -4.51 -6.64 -1.53
H -5.34 -8.06 -2.13
H -3.90 -9.77 1.13
H -5.01 -10.27 -0.02
H -5.18 -8.63 0.70
C -0.56 6.84 -2.90
S -1.84 6.18 -4.12
O -2.58 7.43 -4.54
C -0.69 5.76 -5.46
H 0.20 6.07 -2.79
H -0.91 7.03 -1.88
H -0.09 7.74 -3.28
H 0.14 5.15 -5.10
H -0.31 6.67 -5.92
H -1.31 5.18 -6.13
C -8.18 5.51 -8.47
S -9.07 3.99 -7.94
O -8.39 2.91 -8.79
C -8.23 3.87 -6.34
H -7.12 5.38 -8.25
H -8.53 6.38 -7.92
H -8.36 5.67 -9.53
H -7.15 3.74 -6.35
H -8.80 3.08 -5.84
H -8.47 4.77 -5.78
C 6.67 -1.48 -1.55
S 7.20 -0.99 0.16
O 5.91 -0.77 0.94
C 8.05 -2.58 0.74
H 6.41 -2.52 -1.70
H 7.49 -1.28 -2.24
H 5.88 -0.81 -1.89
H 7.20 -3.24 0.90
H 8.68 -2.40 1.62
H 8.68 -2.99 -0.04
C -4.01 6.27 9.83
S -4.45 4.52 9.31
O -3.78 4.22 8.01
C -3.32 3.81 10.65
H -4.17 6.43 10.89
H -4.68 6.96 9.32
H -2.94 6.40 9.61
H -2.31 4.09 10.37
H -3.24 2.73 10.70
H -3.61 4.21 11.62
C 3.96 0.59 8.43
S 5.44 1.03 9.40
O 5.62 0.11 10.62
C 6.90 0.67 8.26
H 3.81 -0.47 8.58
H 4.30 0.97 7.46
H 3.06 1.11 8.75
H 7.80 0.63 8.87
H 6.96 1.44 7.48
H 6.70 -0.22 7.67
C 5.49 -6.31 -8.74
S 4.59 -7.75 -8.00
O 5.61 -8.76 -7.41
C 3.87 -6.95 -6.44
H 6.21 -6.00 -7.98
H 4.77 -5.52 -8.91
H 6.19 -6.43 -9.57
H 4.68 -6.59 -5.82
H 3.40 -7.66 -5.77
H 3.12 -6.18 -6.65
C 3.39 7.48 4.93
S 3.79 7.71 6.73
O 3.27 6.48 7.46
C 5.57 7.38 6.64
H 3.76 6.55 4.50
H 3.80 8.24 4.26
H 2.30 7.40 4.89
H 5.95 7.00 7.58
H 6.07 8.26 6.23
H 5.84 6.57 5.96
C 2.88 -6.45 4.39
S 3.52 -7.99 3.55
O 4.97 -8.15 3.88
C 2.61 -9.20 4.57
H 1.82 -6.35 4.13
H 3.49 -5.57 4.19
H 2.83 -6.70 5.45
H 1.55 -9.05 4.32
H 2.83 -9.09 5.63
H 2.89 -10.19 4.21
C -6.83 7.73 2.17
Cl -6.48 6.03 1.76
Cl -8.33 7.81 3.12
Cl -5.52 8.37 3.03
Cl -7.06 8.64 0.61

***

[3]
C23H66O13 | ωB97M-V/def2-TZVPD

Its net charge is 0. As for the structure (SMILES): CC(C)O.CC(C)O.CC(C)O.OCCO.OCCO.OCCO.CCO.CCO.CCO.CCO. As for the spin multiplicity: 1. For the HOMO-LUMO gap, the calculation gives 10.269 eV. The HOMO energy comes out at -9.83 eV. As for the energy above the lowest of the compared OMol25 structures with the same formula, charge and spin: 0.7617 eV.

Positions of all 102 atoms, in Å:
C 14.11 9.77 7.73
C 14.63 10.10 6.32
C 14.70 8.92 5.35
O 13.81 11.14 5.71
H 14.37 10.56 8.47
H 14.71 8.91 8.21
H 13.01 9.51 7.74
H 15.69 10.43 6.43
H 15.52 8.27 5.68
H 14.94 9.29 4.34
H 13.76 8.33 5.21
H 13.84 11.86 6.37
C 13.56 7.06 9.84
C 13.39 5.74 10.50
C 14.04 4.57 9.91
O 13.77 5.92 11.93
H 13.29 7.86 10.56
H 12.82 7.19 8.96
H 14.59 7.27 9.55
H 12.29 5.62 10.69
H 13.95 3.66 10.43
H 15.13 4.79 9.79
H 13.66 4.44 8.84
H 14.73 6.06 11.94
C 10.24 13.33 6.13
C 11.23 12.68 7.11
C 12.17 13.67 7.73
O 10.48 12.13 8.25
H 10.82 13.61 5.25
H 9.77 14.22 6.52
H 9.44 12.65 5.79
H 11.78 11.85 6.63
H 11.54 14.28 8.41
H 12.49 14.31 6.99
H 12.90 13.14 8.39
H 10.59 11.17 8.18
O 9.11 10.18 11.18
C 10.27 10.32 11.99
C 11.45 11.19 11.49
O 11.09 12.47 10.95
H 8.59 11.03 11.22
H 9.93 10.70 12.91
H 10.64 9.31 12.06
H 11.96 10.61 10.67
H 12.13 11.44 12.32
H 11.03 12.57 9.99
O 13.13 13.53 12.61
C 12.20 14.14 13.58
C 11.40 15.31 13.13
O 10.73 15.11 11.93
H 12.66 13.67 11.79
H 11.55 13.29 13.88
H 12.81 14.45 14.45
H 12.07 16.11 12.82
H 10.73 15.64 13.96
H 10.46 14.20 11.72
O 12.67 8.76 13.33
C 13.46 9.09 14.50
C 13.17 8.07 15.59
O 13.96 6.85 15.31
H 13.15 8.11 12.79
H 14.56 9.10 14.26
H 13.16 10.16 14.68
H 12.09 7.82 15.75
H 13.51 8.32 16.55
H 13.61 6.45 14.48
C 5.72 8.59 13.64
C 7.27 8.58 13.71
O 7.64 9.49 14.79
H 5.50 9.67 13.47
H 5.35 8.20 14.59
H 5.28 8.07 12.81
H 7.75 9.04 12.81
H 7.76 7.65 13.85
H 7.44 9.01 15.61
C 16.41 9.92 10.73
C 15.23 10.50 11.50
O 15.65 11.88 11.72
H 17.36 10.29 11.25
H 16.37 10.11 9.66
H 16.41 8.80 10.70
H 15.10 10.06 12.53
H 14.36 10.42 10.91
H 14.94 12.45 12.10
C 8.57 8.81 7.16
C 9.89 8.40 7.79
O 10.52 9.38 8.66
H 7.73 8.83 7.91
H 8.12 8.04 6.48
H 8.66 9.79 6.76
H 10.62 8.17 7.03
H 9.86 7.42 8.19
H 9.90 9.68 9.38
C 8.68 13.05 16.48
C 7.97 13.06 15.17
O 8.53 12.20 14.17
H 8.62 12.10 16.98
H 8.33 13.75 17.26
H 9.76 13.25 16.30
H 7.99 14.12 14.75
H 6.90 12.78 15.36
H 8.49 11.27 14.50

***

[4]
C23H67Cl2N12O9P3 | ωB97M-V/def2-TZVPD

Its net charge is 0. As for the structure (SMILES): CN(C)P(=O)(N(C)C)N(C)C.CN(C)P(=O)(N(C)C)N(C)C.CN(C)P(=O)(N(C)C)N(C)C.C[N+](=O)[O-].C[N+](=O)[O-].C[N+](=O)[O-].ClCCCl. As for the spin multiplicity: 1. For the HOMO-LUMO gap, the calculation gives 8.450 eV. The HOMO energy comes out at -8.48 eV.

Positions of all 116 atoms, in Å:
C -3.78 2.04 -7.54
N -2.72 1.48 -6.67
C -1.49 1.07 -7.32
P -2.76 1.98 -5.08
O -4.13 2.28 -4.62
N -2.03 0.83 -4.15
C -2.85 0.04 -3.25
C -0.66 0.34 -4.31
N -1.65 3.23 -5.04
C -1.69 4.23 -6.11
C -1.34 3.82 -3.73
H -3.80 1.44 -8.45
H -3.66 3.09 -7.77
H -4.76 1.84 -7.10
H -1.60 1.23 -8.40
H -1.31 0.00 -7.20
H -0.65 1.67 -6.99
H -2.35 -0.10 -2.28
H -3.81 0.52 -3.09
H -3.01 -0.96 -3.66
H -0.20 0.07 -3.36
H -0.65 -0.45 -5.06
H -0.08 1.18 -4.70
H -1.01 5.04 -5.84
H -1.32 3.82 -7.05
H -2.68 4.69 -6.22
H -0.28 4.05 -3.79
H -1.47 3.06 -2.96
H -1.91 4.72 -3.51
C -0.84 -4.79 7.72
N 0.52 -4.62 7.19
C 1.47 -5.71 7.48
P 1.02 -3.11 6.72
O -0.03 -2.10 6.96
N 2.44 -2.81 7.51
C 2.40 -3.00 8.96
C 3.64 -2.13 7.07
N 1.46 -3.24 5.12
C 0.33 -3.28 4.20
C 2.65 -3.92 4.65
H -0.85 -4.67 8.81
H -1.20 -5.77 7.44
H -1.48 -4.03 7.30
H 2.04 -5.50 8.39
H 2.13 -5.87 6.63
H 0.88 -6.61 7.64
H 1.56 -3.62 9.27
H 3.39 -3.34 9.29
H 2.30 -2.03 9.48
H 3.75 -1.19 7.62
H 4.51 -2.77 7.21
H 3.60 -1.86 6.02
H -0.14 -4.27 4.23
H -0.31 -2.42 4.38
H 0.72 -3.06 3.20
H 3.05 -3.36 3.79
H 2.46 -4.94 4.29
H 3.45 -3.94 5.38
C 3.36 4.63 -3.74
N 2.54 3.81 -2.86
C 1.95 2.70 -3.56
P 3.12 3.53 -1.30
O 4.27 2.60 -1.22
N 3.55 5.05 -0.82
C 4.84 5.21 -0.16
C 2.63 6.17 -0.79
N 1.81 2.99 -0.47
C 0.54 3.68 -0.43
C 1.69 1.54 -0.27
H 4.27 4.09 -4.03
H 3.65 5.55 -3.24
H 2.81 4.88 -4.64
H 1.44 3.00 -4.48
H 1.19 2.18 -2.98
H 2.67 1.92 -3.84
H 5.63 5.39 -0.89
H 4.79 6.13 0.44
H 5.05 4.44 0.57
H 3.18 7.07 -1.09
H 1.83 6.06 -1.52
H 2.22 6.36 0.21
H 0.64 4.73 -0.16
H 0.00 3.61 -1.38
H -0.08 3.25 0.36
H 1.22 1.11 -1.16
H 0.98 1.30 0.53
H 2.62 1.08 0.05
C -1.64 -1.31 0.59
N -0.16 -1.26 0.54
O 0.48 -1.09 1.55
O 0.30 -1.42 -0.58
H -2.03 -1.06 1.57
H -1.97 -2.28 0.22
H -2.04 -0.53 -0.05
C -2.48 -5.11 2.20
N -3.58 -4.92 1.22
O -4.02 -5.90 0.66
O -3.99 -3.78 1.08
H -1.87 -5.96 1.90
H -2.94 -5.26 3.17
H -1.87 -4.22 2.23
C 2.93 -0.89 -2.47
N 2.68 -2.18 -3.16
O 2.69 -3.20 -2.51
O 2.52 -2.13 -4.36
H 3.03 -1.01 -1.40
H 2.09 -0.25 -2.71
H 3.85 -0.49 -2.88
Cl -5.94 -0.99 2.96
C -6.74 -1.50 1.45
C -6.44 -0.55 0.32
Cl -4.74 -0.77 -0.22
H -7.80 -1.54 1.66
H -6.35 -2.49 1.21
H -6.55 0.50 0.56
H -7.06 -0.76 -0.55